{
  "formula": "C4H6N2O",
  "method": "the ωB97M-V functional and the def2-TZVPD basis",
  "homo_energy_ev": -7.64,
  "de_lowest_ev": 0.944,
  "spin_multiplicity": 1,
  "species": ["N", "C", "N", "C", "C", "C", "O", "H", "H", "H", "H", "H", "H"],
  "coordinates": [[1.9502, 0.8101, -0.2271], [0.6108, 0.3875, -0.0845], [-0.4175, 1.2993, -0.1232], [-1.6171, 0.6624, 0.0264], [-1.3704, -0.6831, 0.1693], [0.0421, -0.8491, 0.0987], [0.7797, -2.0033, 0.2133], [2.4955, 0.0622, -0.6432], [2.3670, 1.0115, 0.6779], [-0.2756, 2.2738, -0.3313], [-2.5491, 1.2105, 0.0259], [-2.1154, -1.4522, 0.3278], [0.2701, -2.7205, -0.1807]]
}

=====

{
  "formula": "C13H17N9ReS",
  "method": "the ωB97M-V functional and the def2-TZVPD basis",
  "homo_energy_ev": [-21.69, -21.69],
  "de_lowest_ev": 1.114,
  "spin_multiplicity": 2,
  "total_charge": 4,
  "species": ["Re", "N", "C", "N", "C", "N", "N", "C", "N", "C", "C", "C", "C", "C", "N", "H", "H", "H", "H", "H", "H", "H", "H", "C", "C", "N", "H", "H", "H", "S", "C", "N", "C", "C", "N", "H", "H", "H", "H", "H", "H"],
  "coordinates": [[0.0431, 0.0776, 0.0000], [-2.5343, 0.0120, 2.0122], [-2.1715, 1.2431, 1.7116], [-2.7712, 2.2514, 2.2669], [-2.4178, 3.4930, 1.9043], [-2.9984, 4.5129, 2.4546], [-1.4573, 3.7976, 0.9301], [-0.8619, 2.8038, 0.4199], [-1.0772, 1.4226, 0.7756], [0.1271, 2.9408, -0.6517], [0.4683, 4.1182, -1.2635], [1.3759, 4.0683, -2.3276], [1.8930, 2.8438, -2.7306], [1.5135, 1.6939, -2.0657], [0.6437, 1.7426, -1.0306], [-3.3082, -0.0979, 2.6594], [-2.1516, -0.8150, 1.5896], [-3.7171, 4.3763, 3.1604], [-2.7568, 5.4587, 2.1773], [0.0266, 5.0491, -0.9315], [1.6642, 4.9795, -2.8383], [2.5872, 2.7710, -3.5578], [1.8961, 0.7195, -2.3399], [3.6789, -0.0274, 2.7748], [2.5322, 0.0065, 1.8977], [1.6142, 0.0320, 1.1944], [3.3508, -0.3129, 3.7793], [4.1495, 0.9602, 2.7943], [4.3875, -0.7698, 2.3908], [-0.3310, -1.9666, -0.7610], [-0.2917, -3.7267, -1.1478], [-0.7933, -4.6185, -0.3422], [-0.6603, -5.9846, -0.9540], [0.0459, -5.6826, -2.3024], [0.2108, -4.1922, -2.2547], [-1.2589, -4.4273, 0.5324], [-1.6524, -6.4102, -1.0785], [-0.0672, -6.6150, -0.2977], [-0.5569, -5.9433, -3.1682], [1.0242, -6.1484, -2.3805], [0.6023, -3.6359, -3.0013]]
}

=====

{
  "formula": "C23H23OP2Y",
  "method": "the ωB97M-V functional and the def2-TZVPD basis",
  "homo_energy_ev": [-4.51, -4.51],
  "spin_multiplicity": 1,
  "species": ["C", "C", "C", "C", "C", "Y", "P", "H", "H", "H", "H", "H", "H", "H", "H", "O", "P", "C", "C", "C", "C", "C", "C", "C", "C", "C", "C", "C", "C", "C", "C", "C", "C", "C", "C", "H", "H", "H", "H", "H", "H", "H", "H", "H", "H", "H", "H", "H", "H", "H"],
  "coordinates": [[1.3460, 4.6121, -1.5515], [1.3763, 5.1222, -2.8302], [0.6188, 4.7043, -4.0218], [-0.4115, 3.6662, -4.0766], [-0.8323, 2.8348, -3.0643], [0.6327, 2.5375, -1.4946], [1.0776, 2.8783, 1.3571], [2.0096, 4.9550, -0.7323], [2.0487, 6.0006, -3.0288], [0.7830, 5.3148, -4.9531], [-1.6527, 2.0781, -3.0784], [-0.9006, 3.5810, -5.0988], [-0.1854, 2.7296, 2.1163], [1.6673, 4.2135, 1.6729], [1.9646, 1.8311, 1.9351], [0.2240, 0.8555, -0.1164], [0.0227, -0.5385, 0.6126], [-1.7725, -0.4951, 0.4192], [-2.4397, 0.4870, -0.3789], [-3.8282, 0.5509, -0.3353], [-4.5305, -0.3722, 0.4763], [-3.8754, -1.3228, 1.2512], [-2.5229, -1.4390, 1.1224], [1.1242, -1.4171, -0.5147], [1.4701, -2.7574, -0.2191], [2.5671, -3.3511, -0.8347], [3.0495, -2.7219, -2.0088], [2.5822, -1.4781, -2.4274], [1.6678, -0.8015, -1.6701], [0.3189, -1.3812, 2.2427], [-0.6784, -1.4157, 3.2495], [-0.7776, -2.4957, 4.1664], [0.1481, -3.5602, 4.0672], [1.2512, -3.4638, 3.2084], [1.3873, -2.3004, 2.4154], [-1.9193, 1.1335, -1.0922], [-4.3251, 1.3146, -0.9214], [-5.6294, -0.3817, 0.4312], [-4.3736, -2.0252, 1.9154], [-1.9906, -2.2810, 1.6153], [0.8764, -3.3247, 0.4968], [2.9635, -4.2605, -0.4117], [3.7435, -3.3012, -2.6298], [2.9100, -1.0144, -3.3511], [1.3043, 0.1922, -2.0466], [-1.3801, -0.5529, 3.3114], [-1.5354, -2.4398, 4.9570], [0.0279, -4.4316, 4.7176], [2.0465, -4.2246, 3.1852], [2.3512, -2.0436, 1.9463]]
}

=====

{
  "formula": "C27H35F6O2Si",
  "method": "the ωB97M-V functional and the def2-TZVPD basis",
  "homo_energy_ev": -12.03,
  "de_lowest_ev": 0.392,
  "spin_multiplicity": 1,
  "total_charge": 1,
  "species": ["C", "C", "C", "C", "O", "C", "C", "O", "Si", "C", "C", "C", "C", "C", "C", "H", "H", "H", "H", "H", "H", "H", "H", "H", "H", "H", "H", "H", "H", "H", "H", "H", "H", "H", "H", "H", "H", "H", "H", "H", "H", "F", "C", "F", "F", "C", "C", "C", "C", "C", "C", "C", "C", "C", "C", "F", "F", "F", "C", "C", "C", "C", "H", "H", "H", "H", "H", "H", "H", "H", "H"],
  "coordinates": [[-5.1867, 1.1285, 1.7602], [-3.8794, 0.4100, 2.0924], [-2.7850, 1.3899, 2.5316], [-1.4239, 0.8093, 2.7755], [-1.2001, -0.0284, 1.5963], [0.0228, -0.3756, 1.2946], [0.2037, -1.2353, 0.1722], [0.9859, -0.0139, 2.1290], [2.6270, 0.4887, 1.8722], [2.9918, 0.0119, 0.1271], [2.5898, 2.3255, 2.1000], [3.7683, -0.3536, 3.1408], [4.3798, -1.6255, 2.5283], [2.9980, -0.7314, 4.4234], [4.9000, 0.6250, 3.5022], [-5.9135, 0.4280, 1.3333], [-5.6435, 1.5831, 2.6513], [-5.0024, 1.9186, 1.0201], [-4.0427, -0.3303, 2.8876], [-3.5339, -0.1346, 1.2051], [-2.7034, 2.1693, 1.7678], [-3.1090, 1.8711, 3.4566], [-0.6665, 1.5965, 2.8504], [-1.4074, 0.1796, 3.6676], [1.1477, -1.7922, 0.2364], [-0.6035, -1.9988, 0.2672], [3.9127, 0.5218, -0.1905], [3.1578, -1.0699, 0.0453], [2.1890, 0.3008, -0.5655], [3.5366, 2.7512, 1.7396], [1.7710, 2.7761, 1.5187], [2.4599, 2.5870, 3.1596], [4.9754, -1.4040, 1.6335], [5.0459, -2.1061, 3.2609], [3.6071, -2.3586, 2.2591], [2.5339, 0.1487, 4.8917], [2.2229, -1.4850, 4.2233], [3.7022, -1.1663, 5.1527], [4.5228, 1.5258, 4.0029], [5.6098, 0.1403, 4.1901], [5.4659, 0.9391, 2.6145], [-6.4999, -0.5052, -1.1750], [-5.7594, -1.6390, -0.9892], [-5.9137, -1.9936, 0.3359], [-6.3350, -2.6320, -1.7347], [-4.3038, -1.4796, -1.3224], [-3.4494, -2.5539, -1.1190], [-2.0971, -2.4192, -1.3880], [-1.5283, -1.1611, -1.7341], [-0.0953, -0.9807, -1.8367], [0.4056, -0.2633, -3.0046], [-0.3582, 0.2435, -4.1085], [0.2023, 0.9661, -5.1525], [1.5756, 1.1361, -5.2464], [2.1686, 1.9513, -6.3648], [3.5005, 2.1905, -6.1845], [2.0355, 1.3257, -7.5798], [1.5696, 3.1783, -6.4981], [2.3697, 0.5364, -4.2803], [1.8112, -0.1729, -3.2231], [-2.4357, -0.1271, -1.9997], [-3.8088, -0.2572, -1.8060], [-3.8646, -3.4950, -0.7273], [-1.4500, -3.2769, -1.2685], [0.5598, -1.8505, -1.5940], [-1.4450, 0.0755, -4.1804], [-0.4282, 1.4077, -5.9239], [3.4485, 0.6405, -4.3394], [2.4747, -0.6768, -2.5235], [-2.0820, 0.8447, -2.3564], [-4.4940, 0.5713, -1.9999]]
}

=====

{
  "formula": "C2H5FIN",
  "method": "the ωB97M-V functional and the def2-TZVPD basis",
  "homo_energy_ev": -9.03,
  "de_lowest_ev": 1.591,
  "spin_multiplicity": 1,
  "species": ["C", "C", "N", "F", "I", "H", "H", "H", "H", "H"],
  "coordinates": [[0.6571, -0.0170, -0.0763], [-1.7406, -0.3209, -0.3923], [-0.6807, 0.5147, -0.1955], [-2.8686, 0.3575, -0.5986], [-1.5657, -1.8507, -1.9988], [1.2098, 0.5670, 0.6569], [0.6005, -1.0476, 0.2704], [1.1958, 0.0053, -1.0297], [-1.9909, -1.0986, 0.9013], [-0.7466, 1.3802, -0.7179]]
}

=====

{
  "formula": "C18H21BrN2O3S2",
  "method": "the ωB97M-V functional and the def2-TZVPD basis",
  "homo_energy_ev": -8.66,
  "de_lowest_ev": 0.293,
  "spin_multiplicity": 1,
  "species": ["C", "C", "C", "C", "C", "C", "N", "C", "O", "C", "C", "C", "N", "S", "O", "O", "C", "C", "C", "C", "Br", "S", "C", "C", "C", "C", "H", "H", "H", "H", "H", "H", "H", "H", "H", "H", "H", "H", "H", "H", "H", "H", "H", "H", "H", "H", "H"],
  "coordinates": [[0.9493, -4.4275, -0.3163], [-0.1902, -3.4732, -0.1200], [-0.6579, -3.1918, 1.1574], [-1.6759, -2.2800, 1.3517], [-2.2467, -1.6175, 0.2733], [-3.2791, -0.5429, 0.4951], [-2.6799, 0.6717, 1.0281], [-2.0127, 1.5212, 0.2181], [-2.0552, 1.4443, -0.9924], [-1.3657, 2.7258, 0.9300], [-0.5565, 3.5169, -0.1015], [0.6776, 2.7214, -0.5221], [1.4100, 2.1745, 0.6147], [1.4528, 0.5001, 0.6386], [0.1577, -0.1032, 0.5347], [2.2817, 0.1134, 1.7397], [2.3131, 0.1596, -0.8706], [1.8459, -0.5439, -1.9383], [2.7956, -0.6564, -2.9738], [3.9614, -0.0286, -2.6498], [5.4893, 0.0850, -3.7161], [3.9261, 0.7054, -1.0784], [0.9837, 2.6957, 1.8989], [-0.4942, 2.3802, 2.1579], [-1.7948, -1.9074, -1.0041], [-0.7843, -2.8320, -1.1973], [1.0525, -4.7053, -1.3628], [0.8033, -5.3303, 0.2740], [1.8800, -3.9621, 0.0101], [-0.2083, -3.6847, 2.0077], [-2.0215, -2.0703, 2.3550], [-4.0468, -0.8712, 1.2012], [-3.7459, -0.2730, -0.4548], [-2.4545, 0.6633, 2.0095], [-2.2115, 3.3451, 1.2538], [-1.1725, 3.6847, -0.9850], [-0.2676, 4.4846, 0.3103], [0.3599, 1.8889, -1.1540], [1.3630, 3.3569, -1.0957], [0.8543, -0.9585, -1.9534], [2.6301, -1.1690, -3.9036], [1.6115, 2.2156, 2.6509], [1.1790, 3.7702, 1.9129], [-0.8276, 2.9361, 3.0364], [-0.5567, 1.3139, 2.3809], [-2.2246, -1.3900, -1.8492], [-0.4469, -3.0555, -2.2014]]
}

=====

{
  "formula": "C19H21N3O2",
  "method": "the ωB97M-V functional and the def2-TZVPD basis",
  "homo_energy_ev": -7.83,
  "de_lowest_ev": 0.924,
  "spin_multiplicity": 1,
  "species": ["C", "O", "C", "C", "C", "C", "C", "C", "N", "C", "C", "O", "N", "C", "C", "C", "C", "C", "C", "C", "C", "C", "N", "C", "H", "H", "H", "H", "H", "H", "H", "H", "H", "H", "H", "H", "H", "H", "H", "H", "H", "H", "H", "H", "H"],
  "coordinates": [[6.6324, 0.0968, -1.1208], [5.9068, 0.9714, -0.2927], [4.6008, 0.6909, -0.0331], [3.9560, 1.6209, 0.8093], [2.6407, 1.4783, 1.1662], [1.9311, 0.3801, 0.6778], [2.5837, -0.5501, -0.1688], [3.9190, -0.4056, -0.5319], [1.6999, -1.5300, -0.5179], [0.4964, -1.2664, 0.0800], [-0.7220, -2.0093, -0.0169], [-0.9202, -3.0272, -0.6615], [-1.7355, -1.4119, 0.7484], [-3.0549, -2.0051, 0.6732], [-3.8269, -1.4803, -0.5495], [-3.8645, 0.0263, -0.5612], [-4.6933, 0.7076, 0.2189], [-4.7470, 2.2017, 0.2959], [-4.0041, 2.8543, -0.8659], [-2.6608, 2.1640, -1.0714], [-2.8911, 0.7123, -1.4793], [-1.5421, -0.2671, 1.4563], [-0.4524, 0.4088, 1.5341], [0.5947, -0.0917, 0.8284], [6.6854, -0.9100, -0.6935], [7.6363, 0.5135, -1.1834], [6.2003, 0.0432, -2.1255], [4.5442, 2.4523, 1.1633], [2.1530, 2.1913, 1.8109], [4.3846, -1.1330, -1.1775], [1.8791, -2.3266, -1.1060], [-3.5952, -1.7693, 1.5919], [-2.9255, -3.0869, 0.5858], [-4.8367, -1.8922, -0.5088], [-3.3387, -1.8496, -1.4522], [-5.3789, 0.1793, 0.8702], [-5.7896, 2.5303, 0.3116], [-4.2979, 2.5180, 1.2443], [-3.8607, 3.9177, -0.6662], [-4.5985, 2.7592, -1.7773], [-2.0812, 2.6782, -1.8403], [-2.0886, 2.1932, -0.1414], [-1.9420, 0.1700, -1.4888], [-3.2896, 0.6734, -2.4994], [-2.4006, 0.0970, 2.0032]]
}

=====

{
  "formula": "C25H31AlCl5F7KMgNO15PS2",
  "method": "the ωB97M-V functional and the def2-TZVPD basis",
  "homo_energy_ev": -9.65,
  "de_lowest_ev": 1.441,
  "spin_multiplicity": 1,
  "total_charge": 1,
  "species": ["C", "C", "C", "C", "C", "C", "C", "C", "C", "C", "S", "O", "O", "O", "C", "O", "C", "C", "C", "O", "H", "H", "H", "H", "H", "H", "H", "H", "H", "H", "H", "H", "H", "H", "Al", "F", "P", "F", "F", "F", "F", "F", "C", "C", "C", "O", "C", "N", "H", "H", "H", "H", "H", "H", "H", "H", "H", "H", "H", "O", "Cl", "O", "O", "O", "C", "Cl", "Cl", "Cl", "Cl", "O", "H", "K", "O", "S", "O", "O", "O", "F", "C", "C", "C", "C", "C", "C", "H", "H", "H", "H", "H", "Mg"],
  "coordinates": [[0.4419, -1.9233, -0.3933], [-1.0358, -1.7596, -0.1668], [-1.6319, -2.6755, 0.6945], [-2.9907, -2.5691, 0.9393], [-3.7597, -1.5849, 0.3751], [-3.1907, -0.6174, -0.4696], [-1.8124, -0.7358, -0.7479], [-1.0582, 0.2340, -1.6623], [-0.2967, 1.2762, -0.7889], [-0.9126, 2.7009, -0.9377], [-1.7772, 3.2645, 0.5170], [-0.9490, 3.9913, 1.3933], [-2.9001, 4.1292, 0.0554], [-2.4143, 2.0720, 1.3474], [-4.1054, 0.4602, -0.9955], [-3.7595, 1.4086, -1.6897], [-5.5638, 0.4127, -0.6062], [-6.0840, -0.5217, 0.1843], [-5.2227, -1.6169, 0.7157], [-5.7164, -2.5174, 1.3697], [1.0236, -1.9702, 0.5339], [0.5997, -2.8797, -0.9115], [0.9022, -1.1529, -1.0093], [-0.9939, -3.4353, 1.1507], [-3.4575, -3.2980, 1.6244], [-0.3035, -0.3590, -2.1874], [-1.6717, 0.6932, -2.4329], [0.7862, 1.2690, -0.9417], [-0.4222, 0.9804, 0.2634], [-0.0919, 3.4090, -1.0869], [-1.6359, 2.6902, -1.7568], [-2.0703, 2.1332, 2.2658], [-6.2138, 1.2173, -0.9778], [-7.1356, -0.5050, 0.4656], [-3.3895, -5.0278, 0.6269], [3.7360, -1.2551, -1.6223], [4.5951, -2.5899, -1.1337], [3.2066, -2.6861, -0.2337], [5.9253, -1.6505, -1.3646], [4.7042, -2.9568, -2.7311], [4.5769, -4.2342, -1.1264], [5.3619, -2.7138, 0.3166], [10.1360, -0.7230, 2.5150], [9.2722, -1.6901, 3.3189], [9.1629, -3.1034, 2.6965], [8.3241, -3.1854, 1.5762], [8.8870, -2.7209, 0.3613], [7.9552, -1.0928, 3.5235], [9.6139, -0.3182, 1.6491], [10.4214, 0.1271, 3.1360], [11.0518, -1.2059, 2.1691], [9.7464, -1.8080, 4.2981], [8.7155, -3.7637, 3.4443], [10.1565, -3.5130, 2.4684], [9.9543, -2.9520, 0.2939], [8.7179, -1.6477, 0.2542], [8.3682, -3.2149, -0.4585], [7.4182, -1.6794, 4.1567], [7.4450, -1.1557, 2.6438], [-0.1602, 5.3773, 4.5845], [-1.5911, 5.5168, 4.6896], [-2.2283, 4.2597, 4.3534], [-2.0362, 6.5436, 3.7486], [-1.9524, 5.8908, 6.0253], [-0.4227, 9.7414, 6.1163], [-1.8339, 10.1300, 7.0903], [-0.2269, 10.9970, 4.8471], [1.0149, 9.7219, 7.1356], [-0.6396, 8.1657, 5.3562], [-6.5395, 2.8118, -2.6388], [-5.6544, 2.4774, -2.4310], [-0.0240, 9.5649, 2.8671], [-4.4924, -6.9681, -2.2280], [-5.6377, -7.6647, -1.6396], [-5.2687, -8.2744, -0.3618], [-6.0764, -8.7147, -2.5558], [-6.7031, -6.6915, -1.3979], [-1.8781, -0.9610, -5.4985], [-3.1630, -0.5676, -5.6015], [-3.6550, 0.3554, -4.7001], [-4.9779, 0.7679, -4.8038], [-5.7892, 0.2437, -5.8006], [-5.2785, -0.6877, -6.6962], [-3.9547, -1.0943, -6.6014], [-3.0073, 0.7442, -3.9286], [-5.3769, 1.4972, -4.1094], [-6.8202, 0.5625, -5.8791], [-5.9124, -1.0987, -7.4706], [-3.5373, -1.8122, -7.2951], [-4.8158, 3.7064, -0.0882]]
}